[1]
ORCA calculation (wB97M-V/def2-TZVPD) on a structure of composition C34H44Ge2NO3PdS.

Output
relative energy (zero: lowest compared OMol25 entry of this formula, charge and spin)	120.3	kJ/mol
E_LUMO (alpha / beta)	-0.17305 / -0.17316	Ha
calculated total energy	-6282.113552	hartree
orbital gap (alpha / beta)	6.52 / 6.51	eV

```
! wB97M-V def2-TZVPD RIJCOSX def2/J DEFGRID3
* xyz 1 1
Pd -0.211 -0.291 -0.435
C -1.835 -3.054 -3.444
C -1.851 -2.031 -2.301
Ge -0.491 -2.595 -1.005
C -1.044 -3.792 0.410
C -1.129 -5.240 -0.081
C 1.095 -3.202 -1.911
C 2.186 -2.444 -2.047
Ge 2.145 -0.722 -1.112
C 3.151 -0.712 0.547
C 4.660 -0.934 0.431
C 2.127 0.932 -2.167
C 3.439 1.241 -2.896
C 3.398 -2.878 -2.792
C 4.542 -2.091 -2.808
C 5.680 -2.483 -3.497
C 5.687 -3.680 -4.191
C 4.551 -4.479 -4.191
C 3.421 -4.083 -3.501
H -2.626 -2.822 -4.157
H -2.005 -4.071 -3.091
H -0.889 -3.043 -3.982
H -2.806 -1.988 -1.777
H -1.670 -1.024 -2.699
H -1.995 -3.435 0.804
H -0.313 -3.700 1.217
H -1.864 -5.360 -0.876
H -1.428 -5.901 0.731
H -0.172 -5.602 -0.456
H 1.063 -4.199 -2.343
H 2.703 -1.490 1.174
H 2.934 0.243 1.024
H 4.911 -1.884 -0.037
H 5.103 -0.933 1.426
H 5.149 -0.141 -0.135
H 1.886 1.713 -1.441
H 1.303 0.893 -2.886
H 4.277 1.316 -2.204
H 3.356 2.200 -3.406
H 3.681 0.492 -3.645
H 4.571 -1.153 -2.272
H 6.558 -1.853 -3.487
H 6.569 -3.992 -4.730
H 4.547 -5.413 -4.734
H 2.550 -4.719 -3.523
O -1.874 -0.957 1.249
C -1.087 -0.433 2.041
C -1.298 -0.194 3.507
C 0.012 0.455 3.939
C 0.830 0.598 2.662
O 1.894 1.144 2.575
N 0.119 0.008 1.615
H -1.512 -1.144 3.998
H -2.171 0.445 3.646
H 0.585 -0.158 4.636
H -0.108 1.436 4.393
O -0.595 1.947 -0.746
S -0.940 2.990 -1.783
C -2.223 2.281 -2.827
C -3.514 1.964 -2.146
C -3.592 1.014 -1.129
C -4.797 0.761 -0.495
C -5.943 1.442 -0.879
C -5.878 2.381 -1.900
C -4.669 2.643 -2.525
C -1.895 4.224 -0.895
C -2.259 5.367 -1.796
C -3.589 5.757 -1.899
C -3.947 6.821 -2.711
C -2.977 7.499 -3.434
C -1.649 7.114 -3.335
C -1.290 6.054 -2.518
H -1.726 1.404 -3.255
H -2.366 3.003 -3.632
H -2.698 0.469 -0.807
H -4.836 0.029 0.302
H -6.884 1.239 -0.389
H -6.768 2.909 -2.209
H -4.622 3.381 -3.315
H -1.241 4.516 -0.070
H -2.777 3.726 -0.485
H -4.345 5.229 -1.335
H -4.982 7.122 -2.777
H -3.255 8.329 -4.066
H -0.888 7.644 -3.889
H -0.248 5.772 -2.437
*
```

=====

[2]
ORCA calculation (wB97M-V/def2-TZVPD) on a structure of composition C34H44N8PS2Ti.

Output
relative energy (zero: lowest compared OMol25 entry of this formula, charge and spin)	103.4	kJ/mol
E_LUMO	-0.13198	Ha
calculated total energy	-3747.185621	hartree
orbital gap	6.81	eV

```
! wB97M-V def2-TZVPD RIJCOSX def2/J DEFGRID3
* xyz 1 1
Ti -0.241 0.091 0.991
N -1.483 3.678 3.486
C -1.167 2.486 2.934
S 0.073 2.502 1.714
N -1.839 1.464 3.371
N -1.500 0.237 2.787
C -2.215 -0.708 3.271
C -2.097 -2.165 3.022
C -3.242 -2.866 2.675
C -3.152 -4.234 2.495
C -1.927 -4.850 2.702
C -0.847 -4.062 3.066
N -0.910 -2.738 3.219
H -0.985 4.508 3.224
H -2.176 3.712 4.212
H -2.971 -0.402 3.991
H -4.180 -2.343 2.527
H -4.021 -4.808 2.204
H -1.812 -5.920 2.596
H 0.121 -4.518 3.249
C 3.314 -2.403 -1.311
C 2.798 -1.092 -1.909
C 2.006 -1.380 -3.175
P 2.012 -0.038 -0.589
C 3.540 0.481 0.375
C 4.873 0.505 -0.383
C 3.373 1.820 1.091
C 1.365 1.438 -1.417
C 2.189 2.338 -2.104
C 1.698 3.493 -2.680
C 2.599 4.457 -3.403
C 0.326 3.744 -2.549
C -0.508 2.869 -1.888
C -0.005 1.696 -1.320
N -0.896 0.796 -0.639
C -2.176 0.596 -1.302
C -3.343 1.178 -0.802
C -3.374 2.005 0.453
C -4.527 1.026 -1.522
C -4.592 0.317 -2.711
C -5.879 0.192 -3.482
C -3.418 -0.260 -3.178
C -2.218 -0.126 -2.498
C -0.983 -0.760 -3.054
H 3.947 -2.910 -2.042
H 2.482 -3.070 -1.077
H 3.907 -2.262 -0.408
H 3.648 -0.473 -2.200
H 1.172 -2.057 -2.995
H 2.679 -1.871 -3.882
H 1.635 -0.472 -3.645
H 3.612 -0.295 1.144
H 4.865 1.216 -1.211
H 5.184 -0.464 -0.766
H 5.646 0.840 0.312
H 2.453 1.893 1.656
H 3.394 2.649 0.379
H 4.200 1.957 1.791
H 3.247 2.118 -2.200
H 3.589 4.032 -3.566
H 2.721 5.376 -2.827
H 2.185 4.734 -4.372
H -0.093 4.645 -2.984
H -1.569 3.075 -1.816
H -4.347 2.482 0.570
H -3.209 1.399 1.336
H -2.613 2.789 0.435
H -5.427 1.488 -1.129
H -6.721 0.583 -2.914
H -6.089 -0.849 -3.733
H -5.820 0.747 -4.420
H -3.431 -0.839 -4.097
H -1.225 -1.680 -3.585
H -0.288 -1.003 -2.256
H -0.472 -0.091 -3.750
S -1.828 -3.671 -1.049
C -1.375 -2.500 -0.104
N -1.013 -1.633 0.638
C 1.874 -2.819 1.740
C 1.822 -1.660 2.667
N 1.250 -0.471 2.496
C 1.491 0.248 3.668
C 2.213 -0.503 4.520
N 2.417 -1.703 3.868
H 1.229 -2.663 0.883
H 1.543 -3.726 2.248
H 2.895 -2.980 1.393
H 1.126 1.249 3.799
H 2.589 -0.305 5.509
H 2.898 -2.505 4.239
*
```